one | {"formula": "C9H21ClN3O3", "method": "ωB97M-V/def2-TZVPD", "homo_ev": -6.0412, "total_charge": -1, "homo_lumo_gap_ev": 9.17, "spin_multiplicity": 1, "symbols": ["Cl", "C", "C", "O", "N", "C", "H", "H", "H", "H", "H", "H", "H", "C", "C", "O", "N", "C", "H", "H", "H", "H", "H", "H", "H", "C", "C", "O", "N", "C", "H", "H", "H", "H", "H", "H", "H"], "positions_angstrom": [[-0.740, -1.193, 0.431], [-0.268, 2.550, -0.410], [-0.287, 2.833, 1.139], [-0.771, 3.874, 1.565], [0.015, 1.713, 1.862], [0.430, 1.813, 3.239], [0.423, 3.179, -0.971], [-1.258, 2.780, -0.804], [0.092, 1.546, -0.634], [-0.278, 0.820, 1.493], [1.288, 1.158, 3.393], [-0.362, 1.485, 3.913], [0.665, 2.874, 3.320], [-1.218, -0.210, -3.766], [-2.434, 0.339, -3.090], [-3.467, 0.594, -3.712], [-2.369, 0.506, -1.739], [-3.432, 0.957, -0.934], [-1.228, 0.046, -4.826], [-1.181, -1.299, -3.762], [-0.294, 0.108, -3.284], [-1.532, 0.153, -1.297], [-4.421, 0.719, -1.326], [-3.376, 2.042, -0.848], [-3.387, 0.499, 0.054], [1.787, -4.283, 1.079], [2.747, -3.105, 0.964], [3.941, -3.232, 1.149], [2.263, -1.957, 0.809], [3.076, -0.658, 0.828], [0.775, -4.047, 0.752], [1.663, -4.821, 2.019], [2.214, -5.029, 0.409], [1.277, -1.892, 0.600], [2.824, -0.145, 1.757], [2.673, -0.088, -0.008], [4.149, -0.629, 0.636]]}

two | {"formula": "C9H21ClN3O3", "method": "ωB97M-V/def2-TZVPD", "homo_ev": -6.1594, "total_charge": -1, "homo_lumo_gap_ev": 9.33, "spin_multiplicity": 1, "symbols": ["Cl", "C", "C", "O", "N", "C", "H", "H", "H", "H", "H", "H", "H", "C", "C", "O", "N", "C", "H", "H", "H", "H", "H", "H", "H", "C", "C", "O", "N", "C", "H", "H", "H", "H", "H", "H", "H"], "positions_angstrom": [[-0.056, -0.946, -0.160], [-1.312, 1.682, 2.489], [-2.509, 1.880, 1.599], [-3.392, 2.688, 1.886], [-2.518, 1.150, 0.477], [-3.607, 1.252, -0.457], [-1.368, 0.748, 3.057], [-1.149, 2.443, 3.248], [-0.401, 1.585, 1.890], [-1.685, 0.586, 0.296], [-3.548, 2.158, -1.062], [-4.589, 1.198, 0.007], [-3.534, 0.393, -1.128], [-1.035, 1.833, -3.005], [-0.204, 0.998, -3.938], [-0.129, 1.264, -5.142], [0.506, 0.005, -3.378], [1.416, -0.868, -4.100], [-0.733, 2.866, -3.147], [-0.894, 1.482, -1.978], [-2.101, 1.693, -3.177], [0.330, -0.199, -2.399], [1.482, -0.526, -5.128], [1.066, -1.896, -4.040], [2.393, -0.754, -3.628], [3.751, -2.308, 1.437], [2.986, -2.155, 2.723], [3.496, -2.409, 3.818], [1.733, -1.717, 2.593], [0.770, -1.480, 3.648], [4.353, -3.213, 1.464], [4.385, -1.445, 1.238], [3.064, -2.369, 0.588], [1.413, -1.429, 1.675], [1.101, -1.962, 4.564], [-0.208, -1.825, 3.324], [0.726, -0.405, 3.846]]}

Verdict on stability: two comes out on top.

one | {"formula": "F6H28O14P", "method": "ωB97M-V/def2-TZVPD", "homo_ev": -9.0318, "total_charge": -1, "homo_lumo_gap_ev": 11.11, "spin_multiplicity": 1, "symbols": ["P", "F", "F", "F", "F", "F", "F", "O", "H", "H", "O", "H", "H", "O", "H", "H", "O", "H", "H", "O", "H", "H", "O", "H", "H", "O", "H", "H", "O", "H", "H", "O", "H", "H", "O", "H", "H", "O", "H", "H", "O", "H", "H", "O", "H", "H", "O", "H", "H"], "positions_angstrom": [[0.239, 0.231, 1.599], [1.821, 0.756, 1.425], [-0.355, 1.479, 0.797], [0.342, -0.505, 0.148], [-1.278, -0.332, 1.836], [0.809, -1.096, 2.323], [0.225, 1.047, 3.005], [3.870, 3.743, 3.952], [3.016, 4.141, 4.121], [3.673, 2.955, 3.446], [-4.155, -5.158, 1.176], [-4.615, -4.363, 0.904], [-4.748, -5.576, 1.800], [-6.211, 2.270, -0.637], [-6.894, 2.852, -0.302], [-6.003, 1.696, 0.100], [-3.847, 5.745, -0.817], [-4.077, 4.818, -0.871], [-4.624, 6.204, -1.137], [-3.735, 2.771, 3.948], [-2.813, 3.010, 3.850], [-3.756, 1.827, 3.791], [3.631, 0.692, -3.917], [3.386, 0.979, -4.796], [3.088, -0.080, -3.757], [2.533, -4.214, -3.556], [2.807, -4.196, -2.639], [3.344, -4.099, -4.051], [0.261, 5.381, -2.998], [-0.093, 4.495, -2.921], [-0.512, 5.942, -3.069], [2.275, -6.775, 2.603], [1.895, -6.015, 3.043], [1.759, -6.872, 1.803], [6.460, 3.010, -1.412], [5.869, 2.418, -1.878], [7.331, 2.638, -1.552], [-1.581, 1.289, -3.577], [-1.357, 1.202, -2.650], [-1.816, 0.403, -3.852], [4.340, -2.488, 0.428], [4.287, -3.014, 1.226], [3.665, -1.819, 0.536], [-1.342, -2.926, -4.608], [-1.802, -3.409, -3.921], [-0.414, -3.079, -4.428], [-1.924, -2.810, 5.374], [-1.867, -2.744, 4.421], [-1.108, -2.424, 5.691]]}

two | {"formula": "F6H28O14P", "method": "ωB97M-V/def2-TZVPD", "homo_ev": -8.3375, "total_charge": -1, "homo_lumo_gap_ev": 10.72, "spin_multiplicity": 1, "symbols": ["P", "F", "F", "F", "F", "F", "F", "O", "H", "H", "O", "H", "H", "O", "H", "H", "O", "H", "H", "O", "H", "H", "O", "H", "H", "O", "H", "H", "O", "H", "H", "O", "H", "H", "O", "H", "H", "O", "H", "H", "O", "H", "H", "O", "H", "H", "O", "H", "H"], "positions_angstrom": [[0.278, -0.209, 0.700], [-0.427, -0.242, 2.115], [0.129, 1.407, 0.676], [1.792, -0.112, 1.295], [0.984, -0.110, -0.758], [0.391, -1.812, 0.723], [-1.268, -0.310, 0.064], [4.335, 1.225, 1.813], [4.373, 0.279, 1.885], [3.899, 1.366, 0.956], [1.243, -0.036, -3.998], [0.374, -0.111, -3.582], [1.413, 0.913, -3.899], [-3.385, 0.828, 2.190], [-2.465, 0.798, 1.881], [-3.516, 1.767, 2.240], [0.174, 2.852, -3.719], [-0.361, 2.838, -2.920], [1.104, 3.063, -3.628], [-3.459, 1.111, -0.955], [-3.569, 1.029, 0.009], [-2.969, 0.315, -1.242], [-1.464, -3.517, 3.565], [-2.212, -2.970, 3.396], [-0.770, -3.149, 3.007], [3.748, -2.327, 0.119], [3.747, -3.189, 0.600], [3.101, -1.736, 0.575], [-2.307, -0.970, -2.427], [-2.771, -1.116, -3.252], [-2.365, -1.803, -1.921], [2.329, 0.811, 4.039], [2.974, 1.076, 3.382], [1.715, 0.283, 3.518], [-2.400, -2.727, 0.055], [-1.949, -3.551, 0.279], [-1.977, -2.020, 0.537], [-4.110, -2.010, 2.347], [-3.997, -1.080, 2.380], [-3.635, -2.272, 1.511], [3.732, 0.292, -2.573], [4.357, -0.397, -2.329], [2.882, -0.149, -2.509], [2.950, 2.386, -0.340], [2.208, 1.799, -0.095], [3.272, 1.980, -1.153], [-2.026, 3.394, -1.848], [-2.421, 2.503, -1.755], [-1.681, 3.610, -0.955]]}

Verdict on stability: two comes out on top.

one | {"formula": "C6H12OSi", "method": "ωB97M-V/def2-TZVPD", "smiles": "CO[Si@@]1(C)C=CCC1", "homo_ev": -9.2168, "total_charge": 0, "homo_lumo_gap_ev": 10.17, "spin_multiplicity": 1, "symbols": ["C", "C", "C", "C", "C", "C", "O", "Si", "H", "H", "H", "H", "H", "H", "H", "H", "H", "H", "H", "H"], "positions_angstrom": [[2.004, -0.346, 0.917], [0.798, -0.330, 1.504], [2.194, 0.041, -0.520], [0.834, 0.005, -1.304], [-2.410, -1.741, -0.204], [-0.963, 2.080, 0.363], [-2.082, -0.383, -0.129], [-0.534, 0.275, -0.024], [2.901, -0.529, 1.343], [0.509, -0.542, 2.450], [2.719, 0.933, -0.351], [2.902, -0.473, -1.133], [0.883, 0.751, -2.087], [0.789, -0.928, -1.801], [-3.503, -1.673, 0.092], [-1.890, -2.268, 0.538], [-2.363, -2.268, -1.127], [-0.116, 2.343, 1.045], [-0.837, 2.722, -0.494], [-1.836, 2.332, 0.922]]}

two | {"formula": "C6H12OSi", "method": "ωB97M-V/def2-TZVPD", "smiles": "C[Si](C)=O.C=C=CC", "homo_ev": -9.6539, "total_charge": 0, "homo_lumo_gap_ev": 10.25, "spin_multiplicity": 1, "symbols": ["C", "C", "C", "C", "C", "C", "O", "Si", "H", "H", "H", "H", "H", "H", "H", "H", "H", "H", "H", "H"], "positions_angstrom": [[-2.083, 1.262, -0.885], [-0.906, -2.304, -0.185], [-1.584, 0.138, 0.108], [-1.222, -1.070, -0.123], [1.579, 0.099, -1.387], [1.662, 0.042, 1.959], [0.636, 2.267, 0.300], [1.217, 0.907, 0.327], [-1.206, 1.578, -1.575], [-2.419, 1.954, -0.133], [0.060, -2.614, -0.306], [-1.643, -3.131, -0.055], [-1.524, 0.491, 1.178], [2.453, 0.662, -1.840], [1.724, -0.971, -1.292], [0.730, 0.386, -2.113], [1.143, 0.483, 2.894], [1.538, -1.020, 2.183], [2.765, 0.039, 2.330], [-2.920, 0.803, -1.385]]}

Verdict on stability: one comes out on top.